Entry w
C4H12N2O | ωB97M-V with the def2-TZVPD basis set

Summary:
**SMILES string**: NCCNCCO
**M**: 104.2 g mol⁻¹
**LUMO energy**: 0.9 eV

Each line ends with the natural charge from an NBO analysis.
CARTESIAN COORDINATES (ANGSTROEM)
O 1.2900 2.4168 -0.1720  -0.738
N 1.0251 -2.2626 -1.1909  -0.824
N 0.0493 -0.0589 0.4127  -0.660
C -0.4230 -2.1336 -0.8990  -0.228
C -0.7907 -1.2101 0.2967  -0.231
C 0.2706 2.3582 0.8490  -0.068
C -0.6244 1.1983 0.4752  -0.221
H -1.8407 -0.8782 0.1507  0.178
H -1.4725 1.2104 1.1695  0.195
H 1.5688 -2.2795 -0.3335  0.349
H -0.2517 3.3096 0.8415  0.168
H -1.0267 -1.8238 1.1770  0.173
H 0.7373 2.2133 1.8300  0.167
H -0.9234 -1.7463 -1.7755  0.188
H 0.9165 -0.0888 -0.0798  0.383
H 1.9970 2.9494 0.1402  0.467
H -0.7124 -3.1740 -0.7199  0.192
H 1.3204 -1.4190 -1.6704  0.345
H -1.1094 1.4187 -0.5015  0.163

Entry x
C4H12N2O | ωB97M-V with the def2-TZVPD basis set

Summary:
**SMILES string**: C=NCCCN.O
**M**: 104.2 g mol⁻¹
**LUMO energy**: 0.4 eV

Each line ends with the natural charge from an NBO analysis.
CARTESIAN COORDINATES (ANGSTROEM)
O -0.7014 0.7119 3.1230  -0.941
N 1.3780 0.2007 -0.2889  -0.461
N -1.1638 -1.0928 1.0283  -0.867
C -1.5219 -0.4107 -0.2145  -0.214
C 0.4312 0.4824 -1.3246  -0.225
C -0.6273 -0.7057 -1.4179  -0.435
C 2.5816 0.6566 -0.3275  -0.001
H -1.2770 -0.5333 -2.2631  0.214
H 3.1240 1.1390 0.4822  0.178
H -0.0594 -1.6128 -1.3643  0.218
H -0.1881 -1.2436 1.1274  0.365
H -1.4396 -2.0667 1.1942  0.364
H -0.0858 1.4552 -1.0975  0.210
H -0.6405 0.3071 2.2616  0.478
H 3.1396 0.6841 -1.2892  0.126
H -1.3956 0.6688 0.0744  0.182
H 0.0337 1.2963 2.9850  0.447
H 1.0286 0.6124 -2.2845  0.160
H -2.6163 -0.5487 -0.4043  0.201

Which structure is the least stable? The one labeled entry x.

Entry w
C4H12N2O | ωB97M-V with the def2-TZVPD basis set

Summary:
**SMILES string**: C[C@H](O)[C@H](N)CN
**M**: 104.2 g mol⁻¹
**LUMO energy**: 1.0 eV

Each line ends with the natural charge from an NBO analysis.
CARTESIAN COORDINATES (ANGSTROEM)
O 0.2569 1.4124 -1.5929  -0.740
N 0.3455 -1.2321 -1.4083  -0.859
N -1.4038 -1.7806 0.9121  -0.855
C 0.3236 -0.4811 -0.1250  -0.073
C -1.0891 -0.4635 0.3815  -0.243
C 0.8833 0.9395 -0.4051  0.097
C 0.6331 1.9318 0.7029  -0.634
H 1.2055 -1.7591 -1.4848  0.354
H -1.2217 0.2400 1.2110  0.176
H -0.2956 -2.0169 -1.2879  0.376
H 1.3916 2.7030 0.6702  0.217
H 1.9571 0.8696 -0.6202  0.155
H -1.7113 -0.0788 -0.4262  0.214
H 1.0377 -1.0043 0.5207  0.171
H 0.7145 1.4950 1.7002  0.207
H -0.6978 -2.0986 1.5562  0.359
H 0.3275 0.6888 -2.2347  0.491
H -2.3276 -1.7894 1.3178  0.365
H -0.3295 2.4245 0.6124  0.225

Entry x
C4H12N2O | ωB97M-V with the def2-TZVPD basis set

Summary:
**SMILES string**: NCCNCCO
**M**: 104.2 g mol⁻¹
**LUMO energy**: 0.9 eV

Each line ends with the natural charge from an NBO analysis.
CARTESIAN COORDINATES (ANGSTROEM)
O 0.0268 0.5484 3.6444  -0.712
N 0.4238 -0.1778 -2.9716  -0.864
N 0.7772 0.2008 -0.1075  -0.598
C -0.5098 -0.4361 -0.6327  -0.229
C -0.1501 0.2827 2.2466  -0.074
C -0.6996 -0.0475 -2.0993  -0.233
C 0.9255 -0.2017 1.2772  -0.244
H -0.7347 -0.5087 2.0141  0.180
H 0.5363 0.4757 -3.6717  0.384
H -1.5462 -0.1589 -0.1126  0.171
H 0.8097 -1.3753 1.2672  0.176
H 0.5842 1.2052 -0.1199  0.340
H 0.4073 1.4028 3.7991  0.473
H -0.3667 -1.5545 -0.4487  0.179
H 2.0469 0.0606 1.4457  0.202
H 0.7080 -1.1841 -2.9841  0.381
H -1.0797 0.9011 -1.9530  0.186
H -1.5458 -0.6958 -2.3233  0.157
H -0.6131 1.2633 1.7301  0.126

Which structure is the least stable? The one labeled entry x.

Entry w
C4H12N2O | ωB97M-V with the def2-TZVPD basis set

Summary:
**SMILES string**: CN(C)C.NC=O
**M**: 104.2 g mol⁻¹
**LUMO energy**: 0.8 eV

Each line ends with the natural charge from an NBO analysis.
CARTESIAN COORDINATES (ANGSTROEM)
O 2.2666 -1.8831 -1.8294  -0.608
N -0.5658 1.6831 0.6164  -0.423
N 0.3456 -2.5562 -0.7832  -0.831
C 1.3598 -2.6999 -1.6727  0.518
C -0.3606 1.3989 -0.8108  -0.414
C -1.5558 0.7662 1.1893  -0.413
C 0.6922 1.5646 1.3521  -0.418
H 1.3023 -3.6307 -2.2632  0.111
H 0.3643 2.1202 -1.1887  0.206
H 1.1335 0.5447 1.3145  0.161
H 0.5144 1.8435 2.4263  0.201
H -2.4776 0.8536 0.6487  0.200
H 1.4202 2.2712 0.9199  0.204
H -1.2847 -0.3212 1.1717  0.144
H -1.2924 1.5242 -1.3604  0.199
H 0.0024 0.3752 -0.9941  0.158
H -1.7373 1.0365 2.2324  0.202
H -0.4249 -3.2177 -0.7537  0.399
H 0.2978 -1.6731 -0.2150  0.405

Entry x
C4H12N2O | ωB97M-V with the def2-TZVPD basis set

Summary:
**SMILES string**: C[C@@H](CO)NCN
**M**: 104.2 g mol⁻¹
**LUMO energy**: 1.0 eV

Each line ends with the natural charge from an NBO analysis.
CARTESIAN COORDINATES (ANGSTROEM)
O 2.8477 -0.8188 0.1619  -0.740
N -0.7126 0.0277 0.5878  -0.615
N -3.1104 0.2170 0.3084  -0.842
C -1.8521 0.0076 -0.3153  -0.033
C 1.1519 1.0812 -0.8028  -0.633
C 1.5507 -0.8756 0.8036  -0.055
C 0.5820 -0.1197 -0.1105  -0.078
H 1.6978 -0.5574 1.8355  0.169
H 0.3507 1.6880 -1.2535  0.205
H 0.3507 -0.8433 -0.9130  0.180
H -0.6138 1.0030 0.8850  0.347
H -1.6328 0.7540 -1.0980  0.146
H -3.8604 0.0101 -0.3349  0.365
H 1.6521 1.7447 -0.0899  0.204
H 1.8796 0.8549 -1.5767  0.237
H 1.1944 -1.9049 0.8129  0.168
H -1.7759 -0.9574 -0.8717  0.138
H -3.2207 -0.3538 1.1475  0.367
H 3.5212 -0.9574 0.8237  0.469

Entry y
C4H12N2O | ωB97M-V with the def2-TZVPD basis set

Summary:
**SMILES string**: CCC/N=C/N.O
**M**: 104.2 g mol⁻¹
**LUMO energy**: 1.0 eV

Each line ends with the natural charge from an NBO analysis.
CARTESIAN COORDINATES (ANGSTROEM)
O 1.5265 0.5002 3.8508  -0.935
N 0.6445 0.3225 -1.0807  -0.580
N 1.8699 -1.3157 -2.1909  -0.822
C -1.4077 0.2124 0.3704  -0.427
C 0.9715 -0.8953 -1.2513  0.342
C -0.7834 0.6653 -0.9756  -0.204
C -2.9139 0.4076 0.3519  -0.631
H 1.6945 -2.1276 -2.7598  0.396
H -3.3906 0.7236 1.2898  0.219
H 0.6356 -1.6380 -0.4921  0.135
H -3.5146 -0.4114 -0.0636  0.212
H -3.1770 1.3601 -0.1689  0.203
H -0.9811 1.7269 -1.0995  0.192
H 2.2018 0.9237 4.3690  0.466
H -1.0740 -0.8178 0.5970  0.191
H 2.1980 -0.5424 -2.7563  0.388
H 1.9517 0.3395 2.9992  0.470
H -0.8115 0.8036 1.0777  0.212
H -1.3613 0.2393 -1.7934  0.173

Entry z
C4H12N2O | ωB97M-V with the def2-TZVPD basis set

Summary:
**M**: 104.2 g mol⁻¹
**LUMO energy**: 0.8 eV

Each line ends with the natural charge from an NBO analysis.
CARTESIAN COORDINATES (ANGSTROEM)
O 0.0152 -2.0619 -1.1783  -0.408
N 0.2986 0.1539 -0.1223  -0.296
N 0.3458 -1.7191 -0.1205  0.092
C 0.8201 0.3567 1.1883  -0.436
C 1.2480 0.5737 -1.2007  -0.448
C -1.0903 0.5990 -0.2847  -0.214
C -2.0001 -0.3299 0.6199  -0.621
H -1.8455 -0.0029 1.6726  0.212
H 2.2689 0.1873 -1.1733  0.236
H -1.8965 -1.3914 0.3377  0.244
H 1.8653 -1.5216 0.0542  -0.030
H -1.2131 0.5848 -1.3863  0.207
H -2.9594 0.0243 0.4268  0.210
H 1.8677 0.1068 1.0888  0.223
H 0.8732 1.4225 1.3291  0.183
H -1.1971 1.5895 -0.0421  0.185
H 0.4151 -0.2324 2.0297  0.231
H 1.2393 1.6531 -1.1411  0.199
H 0.9448 0.0073 -2.0979  0.232

Which structure is the least stable? The one labeled entry z.

Entry w
C4H12N2O | ωB97M-V with the def2-TZVPD basis set

Summary:
**SMILES string**: [H]/N=C\NCCC.O
**M**: 104.2 g mol⁻¹
**LUMO energy**: 0.6 eV

Each line ends with the natural charge from an NBO analysis.
CARTESIAN COORDINATES (ANGSTROEM)
O 1.5560 -2.4998 -1.3786  -0.953
N 0.4269 0.6631 -0.1398  -0.642
N 2.1465 -0.1757 1.2534  -0.731
C 1.1679 0.5987 1.0005  0.274
C -1.9678 1.0181 0.4299  -0.407
C -0.7154 1.5461 -0.2967  -0.208
C -2.3771 -0.3344 -0.1526  -0.617
H 2.3940 -0.8770 0.5453  0.339
H 0.7979 0.1161 -0.9062  0.404
H -2.6901 -0.2956 -1.1948  0.199
H -3.1606 -0.8477 0.4105  0.212
H -1.5300 -1.0140 -0.0235  0.210
H -2.7512 1.7647 0.3441  0.206
H 0.9299 1.2374 1.8527  0.164
H -0.9411 1.7628 -1.3394  0.200
H -0.3887 2.4992 0.1384  0.192
H 1.5363 -2.5284 -2.3396  0.477
H -1.6440 0.8029 1.4492  0.203
H 0.8912 -3.0708 -1.0190  0.479

Entry x
C4H12N2O | ωB97M-V with the def2-TZVPD basis set

Summary:
**SMILES string**: CCC/N=C\N.O
**M**: 104.2 g mol⁻¹
**LUMO energy**: 0.7 eV

Each line ends with the natural charge from an NBO analysis.
CARTESIAN COORDINATES (ANGSTROEM)
O -3.8756 -1.2074 -0.1150  -0.938
N 0.1980 1.6270 -0.7640  -0.478
N -1.6304 0.8713 0.6103  -0.858
C -0.9714 1.6974 -0.2762  0.282
C 1.3882 -0.5175 -0.4340  -0.399
C 2.5235 -1.2480 0.2581  -0.608
C 1.1831 0.9164 0.0636  -0.249
H 0.4519 -1.0621 -0.2577  0.176
H 3.4606 -0.7163 0.0699  0.203
H 1.5154 -0.4911 -1.5170  0.211
H -1.2318 0.0401 1.0101  0.403
H 0.9124 0.9151 1.1265  0.165
H -3.5924 -1.5479 -0.9677  0.473
H 2.6591 -2.2600 -0.1180  0.213
H -1.6805 2.3539 -0.7868  0.162
H -3.2258 -0.5387 0.1228  0.458
H -2.6224 1.0161 0.6406  0.387
H 2.1321 1.4535 -0.0068  0.196
H 2.4059 -1.3018 1.3413  0.202

Entry y
C4H12N2O | ωB97M-V with the def2-TZVPD basis set

Summary:
**M**: 104.2 g mol⁻¹
**LUMO energy**: 0.7 eV

Each line ends with the natural charge from an NBO analysis.
CARTESIAN COORDINATES (ANGSTROEM)
O 1.6496 -1.2380 0.9380  -0.639
N 2.2126 1.0286 0.4183  -0.861
N -1.0316 -0.7194 0.4056  -0.606
C -2.0343 1.4133 -0.0828  -0.615
C -1.3895 0.1943 -0.6855  -0.215
C 0.0096 -1.5235 0.2206  0.103
C 2.3727 -0.4187 0.1378  0.094
H 3.4661 -0.7100 0.2735  0.160
H 1.5627 1.4545 -0.3055  0.333
H -1.9928 -0.3218 -1.4498  0.185
H 1.5963 1.0157 1.2760  0.359
H -1.8889 -1.2291 0.7266  0.384
H -2.5098 2.0548 -0.8600  0.218
H -0.4277 0.4009 -1.1403  0.191
H 2.1828 -0.4853 -0.9853  0.107
H 0.4378 -1.3871 -0.8031  0.167
H -0.0837 -2.4769 0.7181  0.207
H -2.7988 1.0471 0.6313  0.205
H -1.3333 1.9004 0.5665  0.221

Which structure is the least stable? The one labeled entry y.

Entry w
C4H12N2O | ωB97M-V with the def2-TZVPD basis set

Summary:
**SMILES string**: NCC[C@@H](N)CO
**M**: 104.2 g mol⁻¹
**LUMO energy**: 0.9 eV

Each line ends with the natural charge from an NBO analysis.
CARTESIAN COORDINATES (ANGSTROEM)
O -2.7805 -0.9365 0.8851  -0.705
N 0.0030 -1.6183 0.7894  -0.849
N 1.1555 0.5365 -2.0039  -0.818
C 1.6964 0.5838 -0.6283  -0.215
C -1.7743 0.0636 1.0608  -0.060
C 0.6143 0.7214 0.4336  -0.409
C -0.4960 -0.3083 0.3354  -0.081
H 0.0948 1.6637 0.2077  0.193
H 0.7568 1.4758 -2.1248  0.341
H -0.6475 -2.3725 0.6104  0.357
H 1.9618 0.6590 -2.6169  0.353
H -2.5735 -1.3204 0.0239  0.454
H -1.6717 0.2177 2.1423  0.179
H -2.0909 1.0501 0.7112  0.155
H 2.3387 -0.2744 -0.4090  0.182
H 0.8480 -1.9277 0.3374  0.357
H -0.8393 -0.4497 -0.7032  0.171
H 2.3531 1.4518 -0.4789  0.170
H 1.0512 0.7847 1.4279  0.226

Entry x
C4H12N2O | ωB97M-V with the def2-TZVPD basis set

Summary:
**M**: 104.2 g mol⁻¹
**LUMO energy (alpha / beta)**: 0.8 / 0.8 eV

Each line ends with the natural charge from an NBO analysis.
CARTESIAN COORDINATES (ANGSTROEM)
O 2.0025 0.1792 -0.0568  -0.730
N -0.3756 1.8340 -0.2362  -0.778
N 2.4334 -1.1187 -0.4704  -0.582
C -0.2369 0.4912 -0.2169  0.498
C -0.6790 -0.2647 -1.4315  -0.688
C -1.6827 -0.2211 1.4209  -0.690
C 0.2348 -0.1914 0.9269  -0.279
H -1.5347 0.2065 -1.9207  0.215
H -2.4399 -0.3694 0.6532  0.196
H 0.3056 2.4085 0.2346  0.415
H -1.8628 0.7067 1.9594  0.198
H 0.5997 0.3574 1.7828  0.234
H -1.6554 -1.0768 2.0926  0.207
H 3.2244 -1.3726 0.1246  0.319
H 0.3934 -1.2561 0.8541  0.249
H -0.8375 2.2696 -1.0170  0.391
H -0.9291 -1.2967 -1.1971  0.241
H 2.8682 -0.9911 -1.3858  0.315
H 0.1717 -0.2946 -2.1166  0.270

Entry y
C4H12N2O | ωB97M-V with the def2-TZVPD basis set

Summary:
**SMILES string**: NC[C@@H](N)CCO
**M**: 104.2 g mol⁻¹
**LUMO energy**: 0.8 eV

Each line ends with the natural charge from an NBO analysis.
CARTESIAN COORDINATES (ANGSTROEM)
O 0.1496 1.3818 2.1494  -0.752
N -0.9469 0.9281 -0.2868  -0.871
N -0.6640 -0.8800 -2.6936  -0.838
C 1.0967 0.3419 1.9501  -0.052
C 0.6512 -0.6671 0.8551  -0.429
C 0.1845 -0.0084 -0.4653  -0.067
C -0.3694 -1.1907 -1.2998  -0.221
H 0.0674 -1.2530 -3.2776  0.355
H -1.1669 -1.6543 -0.7441  0.183
H -0.2327 1.5705 1.2849  0.488
H -0.9150 1.6790 -0.9217  0.367
H 1.2491 -0.2403 2.8515  0.178
H 1.5476 -1.2457 0.6597  0.209
H -0.6761 0.1093 -2.9189  0.350
H 0.9979 0.6262 -0.8192  0.197
H -0.1752 -1.2626 1.2434  0.198
H 0.4395 -1.9143 -1.4162  0.187
H -1.8753 0.5371 -0.3054  0.374
H 1.9999 0.8018 1.5430  0.144

Which structure is the least stable? The one labeled entry x.

Entry w
C4H12N2O | ωB97M-V with the def2-TZVPD basis set

Summary:
**M**: 104.2 g mol⁻¹
**LUMO energy**: 0.9 eV

Each line ends with the natural charge from an NBO analysis.
CARTESIAN COORDINATES (ANGSTROEM)
O 0.3229 -0.5417 1.9710  -0.690
N -0.0721 1.5940 0.3866  -0.805
N 0.9106 0.2376 -2.7252  -0.838
C -0.9931 -0.5720 2.4018  -0.253
C 0.3323 -0.8169 -0.2571  -0.443
C -0.1429 -0.1977 -1.8708  -0.213
C 0.6580 0.4216 0.4054  0.280
H -0.6156 -1.0913 -2.2786  0.180
H -0.9271 0.5547 -1.8050  0.188
H -0.4745 -1.4847 0.0219  0.230
H -1.0755 -1.0916 3.3661  0.191
H -1.6721 -1.0916 1.6940  0.127
H 0.3309 2.3702 0.8898  0.393
H 1.3644 1.0752 -2.3827  0.355
H 1.5988 -0.4861 -2.8907  0.357
H -1.4313 0.4389 2.5413  0.130
H 1.7291 0.6169 0.4578  0.203
H -1.0557 1.4603 0.5857  0.387
H 1.2128 -1.3959 -0.5114  0.219

Entry x
C4H12N2O | ωB97M-V with the def2-TZVPD basis set

Summary:
**SMILES string**: NC[C@@H](N)CCO
**M**: 104.2 g mol⁻¹
**LUMO energy**: 0.9 eV

Each line ends with the natural charge from an NBO analysis.
CARTESIAN COORDINATES (ANGSTROEM)
O 1.5247 0.5449 -1.9736  -0.719
N -2.4405 0.5123 0.2731  -0.832
N -0.2231 0.2195 2.0963  -0.838
C 0.0548 0.3211 0.6019  -0.061
C 1.4745 -0.6886 -1.2151  -0.081
C 1.2055 -0.6716 0.3225  -0.415
C -1.1858 -0.0602 -0.2354  -0.252
H 0.4547 1.3144 0.3600  0.170
H 0.9795 -1.7130 0.5706  0.219
H -1.2151 -0.0252 2.1085  0.372
H -3.2243 0.1151 -0.2333  0.361
H -0.1490 1.1864 2.3964  0.350
H -0.9615 0.2074 -1.2818  0.194
H 0.7419 -1.3386 -1.6772  0.174
H 2.1274 -0.3326 0.8210  0.203
H 1.9617 1.1430 -1.3527  0.456
H -1.2491 -1.1491 -0.2004  0.182
H -2.3726 1.4715 -0.0705  0.350
H 2.4964 -1.0568 -1.3102  0.166

Which structure is the least stable? The one labeled entry w.